Entry 1:
{
  "formula": "C43H40BrN2O4PS3TeY",
  "method": "the ωB97M-V functional and the def2-TZVPD basis",
  "charge": -1,
  "spin_multiplicity": 1,
  "lumo_ev": 2.28,
  "total_energy_ev": -176591.7786,
  "e_above_lowest_ev": 0.1062,
  "species": ["Y", "N", "C", "C", "C", "C", "C", "C", "C", "C", "N", "C", "H", "H", "H", "H", "H", "H", "H", "H", "Br", "C", "C", "C", "C", "C", "C", "C", "C", "C", "C", "H", "H", "H", "H", "H", "H", "C", "C", "O", "P", "O", "Te", "O", "C", "C", "H", "H", "H", "H", "H", "H", "H", "H", "H", "H", "C", "C", "C", "C", "C", "C", "C", "H", "H", "H", "H", "H", "H", "H", "O", "C", "C", "C", "C", "C", "S", "C", "C", "C", "C", "S", "C", "C", "C", "C", "S", "H", "H", "H", "H", "H", "H", "H", "H", "H"],
  "xyz": [[-0.75, -0.84, -0.08], [2.58, 0.94, 0.86], [2.23, 1.80, 1.87], [3.12, 2.12, 2.87], [2.81, 3.09, 3.84], [1.63, 3.76, 3.81], [0.67, 3.44, 2.82], [-0.58, 4.09, 2.74], [-1.48, 3.72, 1.80], [-1.14, 2.65, 0.93], [0.01, 2.03, 0.95], [0.94, 2.43, 1.86], [3.25, 0.23, 1.11], [1.86, 0.61, 0.24], [4.08, 1.62, 2.90], [3.54, 3.30, 4.61], [1.39, 4.52, 4.54], [-0.80, 4.88, 3.46], [-2.45, 4.19, 1.71], [-1.88, 2.31, 0.22], [-1.36, 1.30, -2.32], [-3.23, 1.50, -2.01], [-3.94, 2.31, -2.85], [-5.33, 2.46, -2.66], [-5.94, 1.80, -1.63], [-5.21, 0.97, -0.75], [-5.86, 0.29, 0.31], [-5.14, -0.51, 1.15], [-3.74, -0.66, 0.96], [-3.03, -0.04, -0.05], [-3.81, 0.79, -0.92], [-3.44, 2.82, -3.66], [-5.89, 3.09, -3.32], [-7.01, 1.90, -1.48], [-6.93, 0.42, 0.44], [-5.63, -1.04, 1.96], [-3.23, -1.32, 1.66], [-0.71, -2.59, -5.04], [0.68, -2.45, -4.47], [0.62, -1.53, -3.37], [1.80, -1.38, -2.29], [1.12, -0.50, -1.23], [2.80, -3.38, -1.64], [2.91, -0.48, -3.02], [2.59, 0.88, -3.39], [3.78, 1.75, -3.09], [-0.70, -3.27, -5.89], [-1.09, -1.62, -5.37], [-1.38, -2.99, -4.28], [1.39, -2.05, -5.20], [1.07, -3.41, -4.10], [1.72, 1.21, -2.82], [2.33, 0.88, -4.45], [3.97, 1.77, -2.02], [3.60, 2.77, -3.43], [4.67, 1.36, -3.59], [-1.42, -2.92, -1.08], [-2.04, -3.97, -0.26], [-3.42, -4.01, -0.01], [-3.99, -5.00, 0.77], [-3.20, -6.01, 1.32], [-1.83, -5.98, 1.10], [-1.26, -4.98, 0.33], [-2.11, -2.57, -1.86], [-0.52, -3.31, -1.58], [-4.05, -3.24, -0.45], [-5.06, -5.00, 0.93], [-3.65, -6.79, 1.92], [-1.20, -6.74, 1.53], [-0.19, -4.97, 0.16], [-0.26, -1.02, 1.94], [0.16, -1.21, 3.25], [-0.30, 0.00, 4.07], [-1.48, 0.65, 3.83], [-1.81, 1.60, 4.82], [-0.88, 1.66, 5.81], [0.40, 0.58, 5.53], [-0.54, -2.41, 3.87], [-1.58, -3.12, 3.36], [-2.06, -4.11, 4.26], [-1.37, -4.14, 5.42], [-0.13, -2.96, 5.45], [1.67, -1.50, 3.24], [2.30, -2.09, 2.19], [3.68, -2.34, 2.41], [4.07, -1.95, 3.66], [2.78, -1.27, 4.54], [-2.09, 0.43, 2.96], [-2.70, 2.22, 4.79], [-0.87, 2.31, 6.67], [-1.98, -2.96, 2.38], [-2.88, -4.78, 4.02], [-1.52, -4.80, 6.27], [1.80, -2.35, 1.27], [4.33, -2.78, 1.67], [5.05, -2.01, 4.10]],
  "lowdin_charge": [1.342, 0.158, -0.253, -0.044, -0.100, -0.073, -0.168, -0.028, -0.048, -0.155, 0.119, -0.150, 0.093, 0.029, 0.109, 0.101, 0.103, 0.115, 0.104, 0.050, 0.871, -0.577, -0.141, -0.096, -0.050, -0.175, -0.055, -0.080, -0.156, -0.210, -0.249, 0.091, 0.097, 0.106, 0.103, 0.101, 0.070, -0.070, -0.308, -0.326, 0.054, -0.555, 0.400, -0.311, -0.283, -0.072, 0.075, 0.076, 0.068, 0.117, 0.058, 0.080, 0.117, 0.073, 0.075, 0.076, -0.237, -0.342, -0.082, -0.115, -0.144, -0.113, -0.066, 0.043, 0.004, 0.100, 0.092, 0.086, 0.096, 0.099, -0.322, -0.561, -0.446, -0.116, -0.187, -0.418, 0.988, -0.439, -0.099, -0.177, -0.422, 1.025, -0.456, -0.147, -0.189, -0.419, 0.971, 0.100, 0.100, 0.057, 0.087, 0.091, 0.053, 0.062, 0.088, 0.056]
}

---

Entry 2:
{
  "formula": "C2H10NSi",
  "method": "the ωB97M-V functional and the def2-TZVPD basis",
  "s_squared": 2.0035,
  "charge": 1,
  "spin_multiplicity": 3,
  "lumo_ev": [-2.86, -9.50],
  "total_energy_ev": -11590.8665,
  "e_above_lowest_ev": 0.2181,
  "species": ["C", "C", "N", "Si", "H", "H", "H", "H", "H", "H", "H", "H", "H", "H"],
  "xyz": [[0.55, 1.25, -1.61], [-0.10, -0.16, -1.54], [0.10, -0.68, 2.33], [-0.79, -0.60, 0.22], [-0.17, 1.93, -0.96], [1.48, 1.41, -1.11], [0.32, 1.75, -2.58], [0.67, -1.02, -1.82], [0.33, -1.39, 3.03], [-0.47, -0.06, 2.78], [1.02, -0.10, 2.21], [-0.90, -0.06, -2.32], [-1.15, 0.73, 0.86], [-1.24, -1.96, 0.54]],
  "lowdin_charge": [-0.118, -0.324, -0.043, 0.773, 0.128, 0.064, 0.119, 0.152, 0.084, -0.008, 0.115, 0.092, -0.001, -0.033]
}

---

Entry 3:
{
  "formula": "C24H50AsF5N2O2PtSi3Te",
  "method": "the ωB97M-V functional and the def2-TZVPD basis",
  "charge": 2,
  "spin_multiplicity": 1,
  "lumo_ev": -7.81,
  "total_energy_ev": -141363.7706,
  "e_above_lowest_ev": 1.0991,
  "species": ["Pt", "C", "Si", "C", "C", "As", "Si", "C", "C", "C", "Si", "C", "C", "C", "H", "H", "H", "H", "H", "H", "H", "H", "H", "H", "H", "H", "H", "H", "H", "H", "H", "H", "H", "H", "H", "H", "H", "H", "H", "H", "H", "F", "Te", "F", "F", "F", "F", "O", "O", "C", "C", "C", "C", "C", "C", "N", "H", "H", "H", "H", "H", "H", "H", "H", "H", "H", "H", "C", "N", "C", "C", "C", "C", "C", "C", "C", "C", "H", "H", "H", "H", "H", "H", "H", "H", "H", "H", "H", "H"],
  "xyz": [[-0.47, 0.87, -1.53], [1.81, -2.76, 4.58], [1.47, -1.13, 5.40], [-0.16, -1.06, 6.30], [2.88, -0.46, 6.40], [-1.49, -0.66, 2.47], [-1.86, 2.76, 3.84], [-2.12, 2.53, 5.66], [-1.72, 4.52, 3.28], [-3.07, 1.74, 2.80], [-2.94, -1.88, 0.90], [-1.77, -2.83, -0.18], [-3.93, -2.93, 2.08], [-3.94, -0.55, 0.05], [2.41, -3.41, 5.22], [2.37, -2.61, 3.65], [0.89, -3.30, 4.34], [-0.05, -1.45, 7.32], [-0.94, -1.65, 5.81], [-0.52, -0.03, 6.39], [2.89, -0.90, 7.41], [2.78, 0.62, 6.52], [3.84, -0.67, 5.94], [-1.24, 2.86, 6.21], [-2.31, 1.49, 5.91], [-2.97, 3.12, 6.02], [-0.91, 5.03, 3.80], [-2.65, 5.07, 3.48], [-1.52, 4.58, 2.20], [-3.61, 1.00, 3.41], [-2.56, 1.25, 1.96], [-3.84, 2.37, 2.33], [-1.18, -3.55, 0.39], [-1.09, -2.18, -0.73], [-2.36, -3.40, -0.91], [-3.34, -3.74, 2.51], [-4.76, -3.39, 1.55], [-4.37, -2.35, 2.90], [-3.30, 0.16, -0.49], [-4.57, 0.00, 0.74], [-4.59, -1.01, -0.70], [1.90, -0.78, 1.63], [1.27, 1.03, 1.71], [1.28, -0.05, 4.13], [-0.40, 2.04, 3.53], [1.79, 0.97, -0.11], [0.19, 2.49, 0.97], [-0.44, 0.11, 1.32], [0.29, -0.99, -2.19], [0.88, -1.40, -3.22], [1.89, -2.48, -3.07], [3.20, -1.67, -2.84], [3.53, -0.55, -3.84], [2.65, 0.72, -3.77], [1.30, 0.61, -4.50], [0.83, -0.80, -4.42], [1.96, -3.08, -3.97], [1.68, -3.12, -2.22], [4.02, -2.39, -2.84], [3.17, -1.25, -1.83], [3.55, -0.94, -4.86], [4.55, -0.24, -3.64], [3.20, 1.56, -4.20], [2.48, 0.98, -2.72], [1.38, 0.84, -5.56], [0.54, 1.27, -4.08], [1.31, -1.36, -5.11], [-1.54, 4.85, -3.31], [-1.43, 4.24, -2.00], [-0.17, 3.78, -1.57], [-2.52, 3.39, -1.59], [-2.79, 2.26, -2.59], [-3.89, 2.41, -3.43], [-4.23, 1.44, -4.37], [-3.46, 0.29, -4.47], [-2.35, 0.13, -3.65], [-2.00, 1.12, -2.74], [-0.78, 5.63, -3.41], [-2.51, 5.33, -3.40], [-1.43, 4.14, -4.14], [0.64, 4.17, -2.18], [-0.09, 2.63, -1.68], [0.02, 3.98, -0.52], [-3.45, 3.96, -1.49], [-2.29, 3.01, -0.59], [-4.52, 3.29, -3.32], [-5.09, 1.59, -5.00], [-3.72, -0.47, -5.18], [-1.76, -0.77, -3.73]],
  "lowdin_charge": [0.918, -0.154, 0.421, -0.159, -0.152, 1.303, 0.427, -0.145, -0.140, -0.198, 0.414, -0.185, -0.210, -0.189, 0.046, 0.029, 0.029, 0.048, 0.021, 0.017, 0.047, 0.040, 0.043, 0.051, 0.027, 0.051, 0.051, 0.051, 0.031, 0.042, -0.047, 0.066, 0.045, -0.001, 0.056, 0.041, 0.051, 0.035, 0.006, 0.036, 0.056, -0.495, 2.020, -0.320, -0.290, -0.475, -0.533, -0.873, -0.112, -0.447, -0.069, -0.148, -0.169, -0.162, -0.142, 0.094, 0.134, 0.126, 0.123, 0.115, 0.123, 0.119, 0.120, 0.090, 0.131, 0.083, 0.138, -0.051, -0.240, -0.074, -0.150, -0.233, -0.038, -0.057, -0.062, -0.098, -0.249, 0.095, 0.099, 0.095, 0.115, -0.002, 0.079, 0.128, 0.106, 0.122, 0.117, 0.115, 0.085]
}